Entry 1:
24
Properties=species:S:1:pos:R:3:nbo_charge:R:1 method="wB97M-V/def2-TZVPD" smiles=CCO.CO.CO.O relative_energy_kcal_mol=36.6 multiplicity=1 charge=0 e_homo_ev=-9.82 e_lumo_ev=0.512 orbital_gap_ev=10.3
C -12.092 3.646 -3.831 -0.26
O -12.260 3.059 -2.547 -0.73
H -12.160 2.924 -4.641 0.18
H -12.871 4.396 -4.016 0.17
H -11.157 4.208 -3.907 0.17
H -11.633 3.543 -1.997 0.48
C -5.884 0.533 -3.344 -0.24
O -6.988 0.984 -4.110 -0.74
H -5.206 1.357 -3.107 0.16
H -6.163 0.057 -2.399 0.16
H -5.384 -0.222 -3.950 0.18
H -7.530 1.537 -3.527 0.48
O -8.842 2.582 -2.477 -0.97
H -9.488 2.973 -1.865 0.50
H -9.290 2.551 -3.334 0.47
C -11.232 2.499 0.412 -0.65
C -11.276 4.026 0.353 -0.08
O -10.277 4.442 -0.615 -0.78
H -11.811 2.076 -0.405 0.23
H -11.736 2.129 1.314 0.22
H -10.202 2.165 0.502 0.22
H -10.984 4.424 1.325 0.18
H -12.244 4.390 0.016 0.19
H -9.539 4.907 -0.221 0.49

Entry 2:
24
Properties=species:S:1:pos:R:3:nbo_charge:R:1 method="wB97M-V/def2-TZVPD" relative_energy_kcal_mol=0.0 multiplicity=1 charge=-1 e_homo_ev=0.07 e_lumo_ev=3.115 orbital_gap_ev=3.0
C -1.208 1.594 -3.299 -0.97
Ca -0.660 0.447 -1.275 0.22
N 0.660 -1.320 -2.313 -1.30
H -1.312 1.897 -0.002 -0.91
H -0.405 1.937 -2.514 0.18
H -1.874 2.459 -3.421 0.24
H -1.849 0.723 -3.066 0.21
H -0.681 1.397 -4.239 0.25
H 0.427 -2.228 -1.902 0.38
H 1.667 -1.190 -2.170 0.38
H 0.510 -1.398 -3.322 0.39
C 1.291 -1.633 2.226 -0.95
P 0.377 -0.446 1.197 0.70
C -1.244 -0.491 2.061 -0.95
C 1.035 1.116 1.894 -0.95
H 0.894 -2.645 2.074 0.24
H 1.188 -1.357 3.286 0.21
H 2.354 -1.622 1.951 0.24
H -1.065 -0.430 3.143 0.21
H -1.890 0.341 1.753 0.27
H -1.752 -1.438 1.831 0.23
H 1.039 1.049 2.990 0.20
H 2.064 1.258 1.533 0.23
H 0.435 1.980 1.584 0.28

Entry 3:
25
Properties=species:S:1:pos:R:3:nbo_charge:R:1 method="wB97M-V/def2-TZVPD" relative_energy_kcal_mol=73.9 multiplicity=1 charge=+1 e_homo_ev=-12.99 e_lumo_ev=-3.169 orbital_gap_ev=9.8
N 1.119 -1.100 0.490 -0.67
C 0.311 -1.603 -0.644 -0.25
C -1.211 -1.423 -0.479 -0.25
N -1.395 -0.104 0.166 -0.50
C -2.206 -0.216 1.419 -0.43
C -2.144 0.957 -0.785 -0.42
H 2.079 -1.347 0.268 0.48
H 0.633 -1.579 1.333 0.44
H 0.974 -0.179 0.684 0.45
H 0.603 -2.677 -1.026 0.25
H 0.648 -0.988 -1.522 0.22
H -1.504 -2.304 0.114 0.21
H -1.766 -1.492 -1.380 0.23
H -3.190 -0.671 1.259 0.19
H -2.538 0.737 1.914 0.23
H -1.698 -0.853 2.191 0.19
H -2.843 0.392 -1.317 0.20
H -1.437 1.687 -1.291 0.22
H -2.650 1.717 -0.118 0.22
H 4.222 0.466 0.051 0.49
H 4.129 -0.169 -1.348 0.50
O 3.783 -0.105 -0.493 -0.98
H 2.642 3.227 -0.142 0.46
H 1.266 3.708 0.272 0.46
O 2.172 3.921 0.382 -0.92

Entry 4:
25
Properties=species:S:1:pos:R:3:nbo_charge:R:1 method="wB97M-V/def2-TZVPD" relative_energy_kcal_mol=22.3 multiplicity=1 charge=+1 e_homo_ev=-13.98 e_lumo_ev=-2.596 orbital_gap_ev=11.4
C -2.112 -0.738 1.020 -0.66
C -0.854 -0.110 0.445 -0.02
C -0.390 -0.660 -0.918 -0.43
C 0.730 -1.751 -0.945 -0.23
N 1.971 -1.160 -0.458 -0.87
N 0.281 -0.365 1.505 -0.74
H -2.028 -1.492 1.805 0.22
H -2.718 0.036 1.501 0.24
H -2.778 -1.153 0.266 0.24
H -0.941 0.964 0.400 0.23
H 0.055 0.181 -1.444 0.23
H -1.289 -1.120 -1.320 0.24
H 0.357 -2.504 -0.248 0.19
H 0.807 -2.135 -1.956 0.22
H 2.731 -1.768 -0.749 0.39
H 2.275 -0.323 -0.955 0.38
H 0.625 0.539 1.799 0.47
H -0.035 -1.020 2.211 0.43
H 1.090 -0.839 1.053 0.46
H -0.675 2.032 -4.335 0.47
H -0.358 3.282 -3.585 0.47
O -0.625 2.380 -3.455 -0.95
H 0.848 3.164 2.588 0.50
H 1.904 2.317 3.171 0.49
O 1.129 2.243 2.604 -0.97